This record from the Open Molecules 2025 dataset describes C3H5N3O as an isolated structure in a non-equilibrium geometry. The level of theory is the ωB97M-V functional and the def2-TZVPD basis.

Values from the calculation:
- HOMO energy (eV) = -8.3
- F_max (eV/Å) = 7.56
- energy above the lowest of the compared OMol25 structures with the same formula, charge and spin (kJ/mol) = 425.0
- M (g mol⁻¹) = 99.093

Last column: Löwdin charge in e.
Geometry (Å):
1 C -0.1023 -0.6939 0.1569  -0.39
2 C -0.1371 0.3634 1.2332  -0.09
3 C 0.2007 0.9920 -0.9630  -0.10
4 H 0.0947 -2.0352 -1.5287  0.03
5 H -1.1481 0.5011 1.4845  0.11
6 H 0.6968 0.2874 1.9661  0.15
7 H 0.1073 2.3373 0.7873  0.11
8 H 0.1985 1.8402 -1.8072  0.16
9 N -0.4236 -1.9738 0.2920  0.04
10 N 0.1270 1.4717 0.3506  0.00
11 N 0.3842 -0.3733 -1.1248  0.09
12 O 0.0018 -2.7170 -0.8470  -0.10



This record from the Open Molecules 2025 dataset describes one molecule with the formula C3H5N3O. The level of theory is the ωB97M-V functional and the def2-TZVPD basis.

Values from the calculation:
- HOMO energy (eV) = -8.1
- F_max (eV/Å) = 0.47
- energy above the lowest of the compared OMol25 structures with the same formula, charge and spin (kJ/mol) = 483.4
- M (g mol⁻¹) = 99.093

Last column: Löwdin charge in e.
Geometry (Å):
1 N 0.8273 1.5314 -0.0664  0.17
2 C 0.5585 0.0927 -0.0831  -0.30
3 C 1.7074 -0.6499 -0.2548  -0.10
4 O 1.2668 -1.9189 -0.1717  -0.14
5 N -0.1158 -2.0073 0.0418  0.08
6 C -0.5488 -0.7755 0.1136  -0.41
7 N -1.8930 -0.5174 0.4234  0.09
8 H 0.4297 2.0923 -0.8252  0.16
9 H 0.6592 2.0140 0.8210  0.16
10 H 1.8562 1.4452 -0.2134  0.13
11 H -2.3479 0.0918 -0.2462  0.08
12 H -2.3995 -1.3984 0.4608  0.09